Here is an isolated ion of composition C9H26NO2P2 and charge -1 from OMol25. Energies are from the ωB97M-V functional and the def2-TZVPD basis.

Geometry as XYZ:
```
40
Properties=species:S:1:pos:R:3:forces:R:3:mulliken_charge:R:1
C 1.3742 -2.1289 2.2359 -0.550 0.975 0.991 -0.60
O 1.6148 -2.7163 0.9058 1.652 1.669 1.193 -0.33
C 3.0248 -2.6011 0.4959 1.290 -1.368 -0.807 -0.34
C 3.2370 -2.2975 -1.1181 -1.285 1.273 0.287 -0.56
C 3.4088 -0.6439 -1.3018 -0.308 -0.827 1.426 -0.73
C 2.0060 0.0099 -0.7617 -1.227 -0.082 -1.040 0.36
C 1.7384 1.5618 -1.2162 1.253 0.294 0.359 -0.56
C 0.8541 2.4268 -0.1383 -0.410 0.872 -0.616 -0.53
C -0.7710 2.2499 -0.2732 0.142 -0.050 -0.420 -0.49
C -1.2973 0.6998 -0.3582 2.390 0.125 0.525 -0.15
P -3.1117 0.4268 0.1705 2.124 0.059 -1.943 0.21
N -3.6200 2.0853 -0.2449 -0.818 1.270 -0.064 -0.76
P -5.1432 -0.0919 0.8069 0.149 -2.975 4.341 0.22
O -5.0022 -0.7951 2.2326 -0.974 1.579 -2.938 -0.70
H 2.0880 -1.2119 2.4911 -1.276 -1.917 -0.807 0.23
H 1.5093 -2.9010 3.1161 -0.239 1.255 -1.855 0.25
H 0.2719 -1.6760 2.2925 2.349 -1.275 -0.383 0.22
H 3.6393 -1.7814 1.0664 -1.418 -1.500 -0.750 0.23
H 3.5135 -3.6707 0.6992 -0.818 2.263 -0.220 0.27
H 2.2032 -2.5484 -1.6403 2.308 0.142 0.909 0.28
H 4.1348 -2.8974 -1.5739 -1.785 1.088 0.993 0.32
H 3.6972 -0.3321 -2.3922 -0.695 -0.559 2.063 0.30
H 4.2538 -0.3362 -0.5454 -1.328 -0.356 -1.675 0.27
H 1.1304 -0.6433 -1.2405 1.829 1.373 1.213 0.10
H 1.8539 -0.0605 0.4066 0.634 0.027 -2.400 -0.24
H 2.8099 2.0835 -1.2669 -2.120 -1.010 0.085 0.29
H 1.3144 1.6292 -2.3291 0.644 -0.191 2.538 0.23
H 1.0930 3.5743 -0.3617 -0.476 -2.310 0.513 0.29
H 1.1604 2.2618 0.9910 -0.356 -0.060 -2.354 0.25
H -1.1350 2.7860 -1.2748 0.783 -0.870 2.277 0.16
H -1.2494 2.7968 0.6733 0.832 -1.267 -2.241 0.21
H -1.1407 0.1887 -1.4102 -0.145 1.240 1.799 0.23
H -0.6160 0.0770 0.3991 -1.400 1.160 -1.410 -0.36
H -2.7396 0.7823 1.5241 -0.489 0.182 0.181 -0.01
H -2.7616 -0.9813 0.4025 -0.357 0.063 0.314 0.01
H -3.4157 0.0609 -1.2203 -0.450 -0.263 -0.210 -0.03
H -4.4695 2.3969 0.2757 1.005 -0.157 -0.971 0.20
H -3.6897 2.2510 -1.2728 -0.259 -0.234 1.325 0.21
H -5.7129 -1.0538 -0.1199 -0.110 0.773 0.081 0.02
H -6.0558 1.0200 0.8751 -0.093 -0.407 -0.307 -0.01
```
Forces are in eV/Å.

## Properties
HOMO energy = -3.812 eV
Net charge = -1
LUMO = 3.02 eV
Electronic energy = -1246.2199 a.u.
Molecular weight = 242.26 g mol⁻¹
Orbital gap = 6.84 eV